No. 1
18
Properties=species:S:1:pos:R:3 method="wB97M-V/def2-TZVPD" e_above_lowest_ev=5.804 gap_ev=9.41 multiplicity=1 total_energy_ha=-418.24768
C 0.219 1.886 1.297
C 0.706 1.030 0.368
C 0.012 0.697 -0.941
O 0.728 1.288 -2.005
N -0.094 -0.780 -1.103
O 1.079 -1.233 -1.802
N -0.041 -1.321 0.311
C -1.311 -1.301 1.017
H 0.852 2.280 2.085
H -0.815 2.216 1.274
H 1.762 0.772 0.409
H -1.004 1.101 -0.951
H 1.386 0.609 -2.229
H 0.696 -1.982 -2.292
H 0.794 -1.346 0.894
H -2.166 -1.082 0.372
H -1.483 -2.277 1.478
H -1.319 -0.557 1.818



No. 2
18
Properties=species:S:1:pos:R:3 method="wB97M-V/def2-TZVPD" e_above_lowest_ev=0.886 gap_ev=9.75 multiplicity=1 total_energy_ha=-418.42840
C 0.106 -2.791 2.370
C 0.064 -1.300 1.996
N 0.494 -0.428 3.023
O -0.144 -0.973 0.853
H -0.645 -3.355 1.841
H -0.122 -2.970 3.414
H 1.129 -3.068 2.102
H -0.031 0.430 3.135
H 0.524 -1.020 3.846
C -0.069 2.513 -2.921
C -0.077 1.224 -2.130
N -0.693 1.328 -0.922
O 0.475 0.266 -2.645
H 0.038 2.169 -3.951
H 0.805 3.099 -2.600
H -0.918 3.174 -2.720
H -0.602 0.626 -0.193
H -1.296 2.122 -0.843



No. 3
18
Properties=species:S:1:pos:R:3 method="wB97M-V/def2-TZVPD" e_above_lowest_ev=8.535 gap_ev=5.51 multiplicity=1 total_energy_ha=-418.14731
C 0.004 -1.173 -1.397
O -0.601 -2.292 -1.721
C -0.506 -0.266 -0.151
C 0.458 0.258 0.815
C 0.631 1.660 0.893
N 1.759 2.240 1.625
O -0.053 2.587 0.217
N -1.471 -1.252 0.624
H 0.091 -0.420 -2.212
H 1.220 -1.331 -1.039
H -0.977 -1.632 1.443
H -1.277 0.474 -0.538
H 1.309 -0.314 1.105
H -1.145 -5.873 -3.458
H 1.858 1.697 2.511
H 1.463 3.149 1.794
H -1.623 -1.970 -0.067
H -1.218 -5.937 -4.213



No. 4
18
Properties=species:S:1:pos:R:3 method="wB97M-V/def2-TZVPD" e_above_lowest_ev=2.092 gap_ev=10.22 multiplicity=1 total_energy_ha=-418.38409
C 0.987 3.053 -1.552
C 0.470 1.772 -2.080
N -0.876 1.534 -2.045
O 1.172 0.793 -2.337
H 1.938 3.334 -2.117
H 1.457 2.949 -0.606
H 0.620 4.062 -1.311
H -1.157 0.615 -2.474
H -1.578 2.274 -1.773
C -0.116 -0.556 2.628
C -0.489 -1.871 1.966
N 0.285 -3.059 1.794
O -1.532 -1.961 1.459
H 0.470 -0.683 3.491
H -1.054 -0.123 2.960
H 0.283 0.096 1.800
H -0.315 -3.782 1.305
H 1.245 -3.109 1.747



No. 5
18
Properties=species:S:1:pos:R:3 method="wB97M-V/def2-TZVPD" e_above_lowest_ev=4.565 gap_ev=9.34 multiplicity=1 total_energy_ha=-418.29320
C 2.809 -0.127 -0.463
C 1.682 -0.142 0.582
O 0.587 0.683 0.174
C -0.658 0.240 -0.006
N -0.954 -0.974 -0.078
C -2.408 -1.383 -0.053
N -1.561 1.289 0.085
O -1.011 2.541 -0.096
H 3.718 0.401 -0.073
H 2.306 0.428 -1.369
H 3.178 -1.185 -0.606
H 1.925 0.186 1.594
H 1.240 -1.167 0.705
H -2.521 -2.257 -0.603
H -3.058 -0.632 -0.448
H -2.796 -1.545 0.893
H -2.446 1.224 -0.337
H -0.033 2.419 0.100



No. 6
18
Properties=species:S:1:pos:R:3 method="wB97M-V/def2-TZVPD" e_above_lowest_ev=2.555 gap_ev=9.65 multiplicity=1 total_energy_ha=-418.36707
C 1.133 0.252 1.294
C 0.470 -0.148 -0.015
O 1.441 -0.828 -0.855
C -0.428 0.839 -0.774
N -0.467 2.152 -0.228
O -1.704 0.016 -0.433
C -0.911 -0.949 0.224
N -0.891 -2.213 -0.470
H 1.944 0.970 1.129
H 0.424 0.697 2.000
H 1.564 -0.630 1.780
H 2.112 -0.157 -1.066
H -0.339 0.807 -1.862
H -1.107 2.764 -0.729
H -0.771 2.173 0.743
H -1.157 -1.047 1.291
H -1.373 -2.166 -1.363
H 0.060 -2.532 -0.665



No. 7
18
Properties=species:S:1:pos:R:3 method="wB97M-V/def2-TZVPD" e_above_lowest_ev=3.394 gap_ev=10.18 multiplicity=1 total_energy_ha=-418.33624
C 1.278 -0.091 -1.359
C 0.717 0.529 -0.113
C 1.666 0.646 1.047
O -0.259 1.696 -0.447
C -0.736 0.584 0.156
O -1.180 0.722 1.475
N -1.517 -0.324 -0.655
N -1.869 -1.515 0.038
H 1.646 -1.092 -1.142
H 2.109 0.515 -1.721
H 0.516 -0.121 -2.132
H 1.275 1.357 1.774
H 2.644 0.997 0.725
H 1.775 -0.323 1.532
H -1.008 -0.107 1.941
H -2.311 0.180 -1.054
H -2.724 -1.404 0.583
H -2.023 -2.248 -0.647



No. 8
18
Properties=species:S:1:pos:R:3 method="wB97M-V/def2-TZVPD" e_above_lowest_ev=3.852 gap_ev=9.90 multiplicity=1 total_energy_ha=-418.31939
C -0.879 0.526 -2.137
C 0.286 -1.779 0.587
C -1.373 0.128 0.838
C 0.046 -0.001 -1.081
N 1.845 1.327 0.491
N -0.293 -0.472 0.082
O -1.222 1.669 -2.366
O -1.039 -0.608 -2.553
H 1.167 -2.217 0.034
H 0.545 -1.360 1.545
H -0.384 -2.567 0.653
H -2.338 -0.294 0.656
H -1.072 0.095 1.900
H -1.574 1.205 0.607
H 1.066 -0.390 -1.433
H 2.229 1.062 1.364
H 2.158 2.291 0.135
H 0.833 1.385 0.678



No. 9
18
Properties=species:S:1:pos:R:3 method="wB97M-V/def2-TZVPD" e_above_lowest_ev=1.400 gap_ev=10.59 multiplicity=1 total_energy_ha=-418.40953
C -2.169 0.808 0.646
N -2.011 1.256 2.017
C -0.822 1.624 2.556
O 0.265 1.429 2.067
H -1.189 0.673 0.203
H -2.715 1.548 0.063
H -2.666 -0.158 0.600
H -2.828 1.590 2.500
H -0.945 2.118 3.532
C 1.514 0.127 -1.379
N 1.364 -0.825 -2.468
C 1.127 -2.133 -2.223
O 0.844 -2.578 -1.136
H 0.549 0.358 -0.935
H 1.953 1.041 -1.765
H 2.135 -0.279 -0.584
H 1.689 -0.579 -3.384
H 1.109 -2.738 -3.139



No. 10
18
Properties=species:S:1:pos:R:3 method="wB97M-V/def2-TZVPD" e_above_lowest_ev=1.036 gap_ev=10.38 multiplicity=1 total_energy_ha=-418.42288
C 3.423 -0.118 0.036
C 1.908 -0.002 -0.044
N 1.351 1.197 0.062
O 1.306 -1.044 -0.121
H 3.639 -0.471 1.051
H 3.980 0.852 -0.201
H 3.680 -0.858 -0.732
H 0.271 1.133 0.082
H 1.879 2.116 -0.087
C -3.397 0.101 -0.031
C -1.898 0.056 -0.059
N -1.366 -1.176 0.165
O -1.313 1.160 -0.049
H -3.697 -1.002 0.110
H -4.028 0.660 -0.829
H -3.489 0.717 0.929
H -0.387 -1.276 -0.144
H -1.861 -2.045 -0.139



No. 11
18
Properties=species:S:1:pos:R:3 method="wB97M-V/def2-TZVPD" e_above_lowest_ev=3.690 gap_ev=9.53 multiplicity=1 total_energy_ha=-418.32536
C 1.515 1.584 -0.430
C -1.634 0.768 -0.349
C -1.148 -1.217 0.979
C 0.701 0.212 0.331
N 1.486 -0.477 1.062
N -0.570 -0.003 0.318
O 2.644 1.644 -0.038
O 0.863 2.242 -1.167
H -2.032 0.116 -1.058
H -2.437 0.913 0.397
H -1.187 1.837 -0.488
H -0.566 -1.387 1.948
H -2.309 -1.138 1.130
H -1.088 -2.048 0.243
H 0.888 -0.633 -2.437
H 2.428 -0.165 1.175
H 1.230 -1.378 1.359
H 1.216 -0.870 -2.977



No. 12
18
Properties=species:S:1:pos:R:3 method="wB97M-V/def2-TZVPD" e_above_lowest_ev=1.532 gap_ev=10.24 multiplicity=1 total_energy_ha=-418.40465
C -0.406 -0.254 1.961
C 0.506 0.985 1.893
N 0.907 1.653 3.057
O 0.883 1.386 0.827
H -1.202 -0.176 2.812
H 0.049 -1.200 2.112
H -0.834 -0.425 0.914
H 1.307 2.502 3.196
H 0.845 1.161 3.915
C -0.419 0.527 -2.099
C -0.539 -1.023 -2.095
N 0.227 -1.652 -1.184
O -1.200 -1.674 -2.863
H -0.671 0.963 -1.108
H -1.232 0.937 -2.826
H 0.519 0.943 -2.284
H 0.022 -2.560 -0.807
H 0.945 -1.263 -0.710



No. 13
18
Properties=species:S:1:pos:R:3 method="wB97M-V/def2-TZVPD" e_above_lowest_ev=0.527 gap_ev=9.66 multiplicity=1 total_energy_ha=-418.44161
C 1.014 0.396 -2.993
C 1.148 0.971 -1.609
N 1.582 2.264 -1.483
O 0.652 0.401 -0.647
H 0.567 1.117 -3.680
H 0.251 -0.354 -2.936
H 1.915 -0.100 -3.350
H 1.739 2.574 -0.540
H 2.270 2.552 -2.158
C 0.218 -1.015 2.019
C -1.264 -1.143 1.847
N -1.820 -0.376 0.862
O -1.957 -1.818 2.589
H 0.570 -1.692 2.790
H 0.605 -0.018 2.202
H 0.693 -1.312 1.081
H -2.821 -0.300 0.899
H -1.253 -0.096 0.079



No. 14
20
Properties=species:S:1:pos:R:3 method="wB97M-V/def2-TZVPD" e_above_lowest_ev=0.405 gap_ev=8.13 multiplicity=1 total_energy_ha=-1214.69642
H -0.321 0.816 -2.289
N -0.834 -0.115 -1.969
C -1.444 -0.066 -0.854
S -2.422 -1.552 -0.483
C -1.773 1.028 0.110
S -0.611 2.527 -0.092
H -1.820 -2.075 -1.512
H -2.782 1.558 0.052
H -1.662 0.669 1.058
H -0.132 2.554 1.165
N 0.213 -0.670 1.814
C 0.782 -0.986 0.592
C 1.831 -0.386 0.021
O 2.481 -0.714 -1.098
O 2.354 0.785 0.518
H 0.108 -1.454 2.438
H 0.568 0.175 2.294
H 0.219 -1.753 -0.060
H 1.981 -1.074 -1.847
H 3.265 0.729 0.143



No. 15
19
Properties=species:S:1:pos:R:3 method="wB97M-V/def2-TZVPD" e_above_lowest_ev=7.249 gap_ev="9.68 / 7.11" multiplicity=1 total_energy_ha=-493.41874
C 0.825 2.143 1.180
C 0.162 1.231 0.159
C 0.562 -0.248 0.365
C -0.125 -1.154 -0.627
N 0.502 -1.885 -1.541
N -1.492 -1.470 -0.455
O -1.962 -2.297 -1.234
O -2.095 -0.985 0.499
O 0.302 -0.687 1.669
H 0.495 3.166 1.023
H 0.554 1.841 2.188
H 1.908 2.108 1.087
H 0.442 1.524 -0.853
H -0.925 1.300 0.249
H 1.646 -0.349 0.231
H -1.513 0.676 -1.909
H 1.475 -1.767 -1.763
H -0.101 -2.513 -2.073
H -0.661 -0.634 1.807



No. 16
22
Properties=species:S:1:pos:R:3 method="wB97M-V/def2-TZVPD" gap_ev=8.86 multiplicity=1 total_energy_ha=-1251.64460
N 1.429 2.781 0.118
P 0.079 1.989 0.113
C 0.065 0.131 -0.137
P 1.628 -0.603 -0.658
O 1.981 -0.331 -2.046
O 1.462 -2.180 -0.421
O 2.712 -0.171 0.409
C -1.158 -0.244 -1.012
C -2.241 -0.755 -0.032
C -1.655 -0.516 1.347
O -2.229 -0.426 2.399
N -0.209 -0.389 1.239
H 2.217 2.173 -0.055
H -0.614 2.117 1.333
H -0.809 2.495 -0.858
H 1.725 -2.399 0.479
H 3.532 -0.049 -0.086
H -1.606 0.599 -1.509
H -0.886 -0.973 -1.762
H -3.097 -0.102 -0.113
H -2.449 -1.808 -0.119
H 0.119 -1.340 1.372



No. 17
21
Properties=species:S:1:pos:R:3 method="wB97M-V/def2-TZVPD" e_above_lowest_ev=0.497 gap_ev=10.09 multiplicity=1 total_energy_ha=-967.03026
C -1.712 -1.994 -0.672
C -0.454 -1.454 -0.046
O 0.216 -2.075 0.766
N -0.388 -0.106 -0.160
C 0.792 0.584 0.327
C 0.919 2.295 -0.244
N 0.725 0.623 1.712
S 2.276 -0.293 -0.365
O 3.458 0.500 -0.317
O 1.876 -1.057 -1.532
O 2.618 -1.270 0.853
H -1.552 -2.961 -1.354
H -2.320 -1.381 -1.326
H -2.470 -2.405 0.041
H -0.910 0.295 -0.952
H 1.967 2.303 -0.361
H 0.284 2.373 -1.171
H 0.620 3.013 0.586
H 1.667 0.410 1.959
H 0.087 0.019 2.179
H 1.803 -1.817 1.081



No. 18
24
Properties=species:S:1:pos:R:3 method="wB97M-V/def2-TZVPD" gap_ev="4.09 / 7.43" multiplicity=3 total_energy_ha=-1192.53865 s2=2.01
C 1.614 -0.129 0.092
C 0.474 -0.548 -0.905
C -2.420 0.296 0.253
C -1.358 1.440 0.352
N 1.877 1.420 -0.020
N 0.237 -1.943 -0.657
O 3.381 0.754 -2.225
O 2.762 -0.766 -0.305
O 1.194 -0.270 -2.136
O -2.448 -0.400 -0.938
O -2.202 -0.398 1.413
O -0.674 1.611 1.321
O -1.186 2.350 -0.677
S 2.823 -0.550 -2.018
H 1.351 -0.359 1.239
H -3.493 0.854 0.330
H 2.696 1.767 0.531
H 2.166 1.470 -1.057
H 0.935 -2.661 -0.906
H -0.629 -2.155 -1.173
H -1.587 -0.748 -1.110
H -1.244 -0.309 1.692
H 1.014 1.736 0.491
H -1.881 2.266 -1.426



No. 19
18
Properties=species:S:1:pos:R:3 method="wB97M-V/def2-TZVPD" e_above_lowest_ev=2.150 gap_ev=8.77 multiplicity=1 total_energy_ha=-741.29900
C 2.429 -1.066 0.155
N 1.274 -0.514 -0.483
N 0.121 -1.257 -0.114
C -1.084 -0.790 0.148
S -2.415 -1.751 0.197
C -1.246 0.726 0.379
C -1.401 1.519 -0.905
O -0.179 1.320 1.095
H 2.661 -2.096 -0.204
H 3.273 -0.395 -0.022
H 2.262 -1.202 1.253
H 1.088 0.460 -0.214
H 0.076 -2.202 -0.509
H -2.194 0.771 0.941
H -2.193 1.107 -1.575
H -1.658 2.556 -0.706
H -0.497 1.555 -1.504
H -0.318 1.257 2.069



No. 20
18
Properties=species:S:1:pos:R:3 method="wB97M-V/def2-TZVPD" e_above_lowest_ev=3.197 gap_ev=9.69 multiplicity=1 total_energy_ha=-741.26052
C 0.162 1.411 2.434
N 0.371 1.341 1.021
C 0.257 0.241 0.446
N -0.510 -0.865 0.816
O -1.637 -0.570 1.579
C 0.855 0.066 -0.978
C 1.738 -1.129 -1.049
S -0.519 -0.112 -2.195
H 0.657 2.319 2.787
H -0.916 1.452 2.723
H 0.645 0.611 2.968
H -0.803 -1.532 0.100
H -1.421 -0.943 2.440
H 1.361 0.884 -1.324
H 2.166 -1.226 -2.032
H 1.163 -2.030 -0.843
H 2.553 -1.073 -0.333
H -1.121 1.034 -1.971



No. 21
18
Properties=species:S:1:pos:R:3 method="wB97M-V/def2-TZVPD" e_above_lowest_ev=5.956 gap_ev="7.55 / 7.87" multiplicity=1 total_energy_ha=-741.15912
C 0.327 -0.812 1.011
C 0.700 -2.058 0.318
C -1.483 1.363 -1.147
C -0.374 0.347 -0.943
N 1.218 -0.568 2.662
N 1.331 0.687 2.942
O -0.059 0.303 0.429
S 1.106 0.741 -1.978
H 1.184 -2.712 1.038
H 1.379 -1.874 -0.521
H -0.193 -2.557 -0.068
H -2.337 1.089 -0.529
H -1.149 2.356 -0.855
H -1.787 1.376 -2.189
H -0.682 -0.640 -1.302
H 1.578 1.363 2.221
H 0.781 1.077 3.708
H 1.306 1.951 -1.459



No. 22
18
Properties=species:S:1:pos:R:3 method="wB97M-V/def2-TZVPD" e_above_lowest_ev=3.294 gap_ev=9.73 multiplicity=1 total_energy_ha=-741.25693
C 1.977 -0.434 1.140
C 1.763 0.011 -0.267
S 1.209 1.862 -0.227
C 0.657 -0.778 -0.973
N -0.491 -0.846 -0.090
C -1.439 -0.119 -0.410
N -2.684 -0.172 0.103
O -3.161 1.146 0.314
H 0.948 -0.251 1.541
H 2.756 0.203 1.600
H 2.272 -1.484 1.045
H 2.695 -0.054 -0.839
H 0.126 1.746 0.571
H 0.996 -1.798 -1.243
H 0.373 -0.285 -1.869
H -1.372 0.733 -1.137
H -2.692 -0.679 0.963
H -3.933 1.201 -0.224



No. 23
17
Properties=species:S:1:pos:R:3 method="wB97M-V/def2-TZVPD" e_above_lowest_ev=2.480 gap_ev=8.11 multiplicity=1 total_energy_ha=-608.91349 total_charge=+1
C 2.946 0.739 -0.099
C 1.633 0.912 -0.060
N 0.782 -0.119 -0.158
P 1.137 -1.843 0.102
C -0.713 0.405 0.152
N -1.768 -0.320 -0.079
C -3.079 0.252 -0.053
H 3.619 1.557 0.004
H 3.632 -0.099 -0.234
H 1.265 2.011 -0.033
H 2.152 -2.041 -1.043
H 2.128 -1.639 1.206
H -0.858 1.492 0.329
H -1.449 -1.302 -0.397
H -3.442 0.384 -1.018
H -2.952 1.201 0.383
H -3.840 -0.363 0.340



No. 24
17
Properties=species:S:1:pos:R:3 method="wB97M-V/def2-TZVPD" e_above_lowest_ev=0.635 gap_ev=10.32 multiplicity=1 total_energy_ha=-608.98131 total_charge=+1
P -2.011 -1.612 -0.626
C -0.908 -0.631 0.416
C -0.847 0.821 -0.124
C 0.433 1.697 0.191
N 1.613 0.844 0.043
C 1.504 -0.484 0.204
N 0.407 -1.132 0.382
H -1.267 -2.817 -0.461
H -1.327 -1.210 -1.743
H -1.297 -0.546 1.673
H -1.593 1.402 0.395
H -0.931 0.810 -1.196
H 0.295 2.521 -0.503
H 0.498 2.101 1.280
H 2.408 1.334 -0.291
H 2.456 -0.940 0.169
H 0.567 -2.157 0.189



No. 25
18
Properties=species:S:1:pos:R:3 method="wB97M-V/def2-TZVPD" e_above_lowest_ev=0.000 gap_ev=9.77 multiplicity=1 total_energy_ha=-950.53032
C 1.734 0.578 0.014
C 0.634 -1.221 -1.093
C 0.463 -0.984 1.390
C 0.350 -0.314 0.043
N 2.819 0.960 0.006
N -0.780 0.506 0.038
P -2.413 0.002 -0.077
P -0.657 2.190 -0.213
H 0.269 -2.214 -0.801
H -0.003 -0.789 -1.850
H 1.663 -1.124 -1.340
H -0.476 -1.376 1.761
H 0.897 -0.394 2.188
H 1.084 -1.816 1.373
H -2.797 0.618 -1.186
H -3.123 0.788 0.775
H -0.215 2.206 -1.570
H 0.551 2.383 0.542



No. 26
17
Properties=species:S:1:pos:R:3 method="wB97M-V/def2-TZVPD" e_above_lowest_ev=1.288 gap_ev=8.97 multiplicity=1 total_energy_ha=-666.05562
C 2.078 -0.205 1.212
N 1.342 -0.512 0.003
C 2.076 -0.219 -1.215
N 0.070 0.107 -0.001
C -0.054 1.563 -0.013
C -1.008 -0.683 0.012
S -2.574 -0.191 0.002
H 3.012 -0.805 1.238
H 1.447 -0.420 2.090
H 2.420 0.837 1.287
H 1.448 -0.487 -2.079
H 2.993 -0.840 -1.200
H 2.390 0.840 -1.316
H 0.942 1.987 -0.008
H -0.612 1.889 -0.884
H -0.607 1.903 0.865
H -0.693 -1.750 -0.006



No. 27
17
Properties=species:S:1:pos:R:3 method="wB97M-V/def2-TZVPD" e_above_lowest_ev=1.337 gap_ev=9.53 multiplicity=1 total_energy_ha=-666.05382
N 1.747 -1.302 -0.895
C 1.074 -0.021 -0.878
C -0.259 -0.153 -0.171
S -1.169 -1.469 -1.006
C -1.006 1.225 -0.144
N -0.661 1.309 1.323
C -0.294 -0.115 1.332
H 2.635 -1.244 -1.489
H 2.003 -1.611 0.010
H 0.890 0.293 -1.885
H 1.575 0.828 -0.408
H -2.202 -1.393 -0.226
H -0.570 2.031 -0.738
H -2.059 1.232 -0.424
H -1.415 1.510 1.972
H -0.969 -0.840 1.837
H 0.680 -0.280 1.789